This record from the Open Molecules 2025 dataset describes a cluster of 2 separate species, C38H41N4O in total. The level of theory is wB97M-V/def2-TZVPD.

The geometry in XYZ format:
```
84
Properties=species:S:1:pos:R:3
C 1.818 4.451 2.605
N 1.577 3.691 1.401
C 2.376 3.802 0.291
O 3.333 4.562 0.167
C 1.864 2.801 -0.741
C 2.895 1.732 -1.086
C 3.352 1.006 0.156
C 4.400 1.533 0.918
C 4.798 0.907 2.099
C 4.146 -0.255 2.525
C 3.122 -0.807 1.746
C 2.752 -0.195 0.546
N 0.677 2.249 -0.089
C -0.053 1.248 -0.616
C -1.060 0.599 0.086
C -2.068 -0.124 -0.536
C -3.267 -0.518 0.163
C -4.508 -0.653 -0.518
C -5.666 -1.015 0.164
C -5.636 -1.252 1.546
C -4.439 -1.060 2.247
C -3.275 -0.685 1.576
C 0.479 2.745 1.291
C -0.862 3.371 1.537
C -1.288 4.430 0.827
C -2.611 5.022 0.928
C -2.932 6.135 0.115
C -4.185 6.736 0.186
C -5.150 6.240 1.078
C -4.851 5.131 1.884
C -3.598 4.517 1.807
H 2.674 5.113 2.442
H 0.933 5.045 2.861
H 2.033 3.774 3.444
H 1.557 3.367 -1.636
H 2.458 1.040 -1.815
H 3.743 2.252 -1.548
H 4.890 2.450 0.580
H 5.615 1.336 2.682
H 4.444 -0.733 3.460
H 2.610 -1.718 2.064
H 1.985 -0.642 -0.092
H 0.158 0.985 -1.654
H -1.107 0.760 1.167
H -2.050 -0.202 -1.623
H -4.535 -0.438 -1.589
H -6.602 -1.137 -0.383
H -6.536 -1.570 2.072
H -4.407 -1.226 3.324
H -2.352 -0.530 2.140
H 0.628 1.923 2.016
H -1.462 2.912 2.325
H -0.605 4.905 0.112
H -2.168 6.510 -0.570
H -4.416 7.590 -0.453
H -6.130 6.714 1.143
H -5.600 4.739 2.576
H -3.367 3.646 2.425
C 3.592 -4.869 -2.649
N 2.488 -5.523 -2.001
C 2.820 -6.770 -1.338
C 1.579 -7.111 -0.505
C 0.726 -5.829 -0.482
C 1.588 -4.732 -1.169
C 0.787 -3.722 -1.969
C 0.467 -4.014 -3.293
C -0.353 -3.129 -3.990
C -0.849 -1.995 -3.327
N -0.615 -1.762 -2.030
C 0.225 -2.569 -1.375
H 3.237 -4.069 -3.307
H 4.322 -4.438 -1.938
H 4.127 -5.612 -3.259
H 3.070 -7.544 -2.077
H 3.704 -6.660 -0.678
H 1.032 -7.926 -0.986
H 1.862 -7.423 0.503
H -0.190 -5.991 -1.064
H 0.444 -5.516 0.526
H 2.159 -4.194 -0.381
H 0.857 -4.926 -3.745
H -0.631 -3.305 -5.023
H -1.454 -1.269 -3.879
H 0.475 -2.314 -0.337
```

Properties
energy above the lowest of the compared OMol25 structures with the same formula, charge and spin	0.0	kcal per mole
E_tot	-1766.64608	Ha
HOMO level	-10.44	eV
net charge	+1
gap between HOMO and LUMO	6.230	eV
spin multiplicity	1

Löwdin atomic charge list, values in e, 2 entries: atom 1 (C): 0.003, atom 2 (N): -0.036